96
Properties=species:S:1:pos:R:3:forces:R:3:lowdin_charge:R:1 method="wB97M-V/def2-TZVPD" de_lowest_kcal_mol=0.0 orbital_gap_ev=7.85 lumo_energy_ev=-2.848 total_energy_ha=-3365.658492 charge=+1
C 2.066 -0.937 2.889 0.10 -0.01 0.25 0.011
C 2.586 -0.647 1.539 0.50 -0.10 -0.87 -0.146
C 3.608 -1.236 0.826 -0.82 0.48 0.38 -0.122
C 4.501 -2.369 1.212 -0.11 0.03 -0.19 -0.173
C 4.143 -3.783 0.737 -0.14 0.09 -0.28 -0.754
C 3.743 -3.897 -0.719 -0.08 0.04 -0.04 -0.172
I 2.644 -4.718 1.943 -0.13 0.14 0.18 0.920
N 3.774 -0.485 -0.343 -0.63 0.02 0.17 0.038
C 4.858 -0.735 -1.318 0.16 0.56 -0.10 -0.219
C 4.535 -0.468 -2.774 0.12 -0.47 -0.25 -0.792
C 3.372 -1.264 -3.325 0.30 0.13 -0.07 -0.159
I 6.324 -1.026 -3.833 -0.02 0.10 0.02 0.933
C 2.869 0.498 -0.339 0.04 -0.40 0.44 -0.612
Cl 2.675 1.689 -1.497 -0.19 0.32 -0.20 0.942
N 2.120 0.427 0.777 0.80 -0.38 -0.31 0.011
C 1.053 1.342 1.167 0.34 0.06 -0.03 -0.067
C -0.292 0.670 1.078 0.52 0.00 -1.12 -0.224
O -0.994 0.556 2.017 -0.97 -0.16 1.42 0.109
H 1.269 -0.268 3.176 -0.22 0.13 0.03 0.075
H 2.866 -0.817 3.613 0.16 -0.01 0.20 0.106
H 1.704 -1.949 2.965 -0.14 -0.34 -0.01 0.041
H 5.492 -2.157 0.822 0.29 0.08 0.06 0.123
H 4.576 -2.363 2.290 0.12 -0.01 0.31 0.111
H 5.023 -4.388 0.884 0.17 -0.25 0.29 0.075
H 4.615 -3.872 -1.364 0.27 0.08 -0.16 0.082
H 3.236 -4.831 -0.904 -0.07 -0.29 -0.11 0.058
H 3.060 -3.112 -1.025 -0.23 0.18 0.00 0.063
H 5.148 -1.764 -1.214 -0.07 -0.37 0.12 0.073
H 5.710 -0.134 -1.023 0.14 0.18 0.15 0.126
H 4.435 0.579 -2.994 0.08 0.30 -0.01 -0.008
H 3.224 -0.991 -4.360 -0.22 0.10 -0.25 0.076
H 2.457 -1.082 -2.770 -0.25 0.03 0.10 0.071
H 3.602 -2.319 -3.316 -0.07 -0.37 0.13 0.062
H 1.068 2.202 0.513 0.03 0.22 -0.29 0.093
H 1.215 1.694 2.175 0.09 0.00 0.28 0.144
H -0.599 0.295 0.095 0.06 -0.12 -0.41 0.138
F 8.160 4.871 -4.677 0.02 0.02 0.00 0.072
C 7.060 4.119 -4.836 -0.06 -0.05 -0.03 -0.282
C 6.260 3.870 -3.739 0.00 0.00 0.14 -0.008
C 5.125 3.093 -3.913 0.03 -0.08 -0.12 -0.112
C 4.806 2.576 -5.162 -0.03 -0.04 0.03 -0.111
C 5.629 2.842 -6.248 -0.01 0.00 0.05 -0.072
C 6.765 3.620 -6.090 0.04 0.01 -0.08 -0.001
H 6.529 4.279 -2.774 0.01 0.03 -0.02 0.120
H 4.488 2.880 -3.066 0.02 0.13 0.03 0.042
H 3.917 1.972 -5.292 -0.01 0.01 -0.02 0.101
H 5.386 2.442 -7.222 0.00 0.00 -0.02 0.111
H 7.417 3.844 -6.923 0.02 0.01 0.01 0.124
F -3.012 0.874 7.560 0.01 0.00 0.01 0.057
C -3.579 0.782 6.341 -0.03 0.00 -0.06 -0.289
C -4.902 1.144 6.191 -0.08 0.04 0.08 -0.015
C -5.476 1.050 4.931 0.06 -0.02 -0.05 -0.078
C -4.730 0.596 3.852 -0.01 0.01 0.00 -0.090
C -3.400 0.236 4.030 -0.20 -0.01 0.10 -0.088
C -2.815 0.330 5.284 0.13 -0.03 -0.02 -0.017
H -5.465 1.490 7.047 0.02 0.00 0.01 0.119
H -6.511 1.334 4.794 -0.02 0.00 0.01 0.107
H -5.183 0.524 2.873 -0.02 -0.03 -0.03 0.095
H -2.818 -0.121 3.195 -0.02 0.00 0.01 0.068
H -1.780 0.061 5.449 -0.01 -0.01 0.03 0.113
F 0.282 4.426 -3.035 0.01 -0.03 -0.01 0.047
C -0.093 5.164 -1.966 -0.03 0.02 0.05 -0.288
C -1.185 5.998 -2.069 -0.07 0.02 -0.11 -0.007
C -1.556 6.741 -0.958 0.07 -0.03 0.06 -0.067
C -0.838 6.644 0.227 -0.03 0.01 0.01 -0.085
C 0.258 5.798 0.304 -0.06 0.02 -0.03 -0.084
C 0.636 5.049 -0.801 0.08 -0.12 0.10 -0.042
H -1.728 6.063 -3.002 0.01 -0.01 0.00 0.123
H -2.411 7.399 -1.019 -0.01 0.02 -0.01 0.111
H -1.132 7.229 1.087 0.00 0.01 0.01 0.106
H 0.824 5.725 1.224 0.02 0.01 0.01 0.104
H 1.487 4.382 -0.772 0.08 0.05 -0.02 0.079
F 0.203 -4.517 -1.469 0.06 0.02 -0.02 0.035
C -1.006 -4.199 -0.953 -0.07 0.02 0.05 -0.290
C -1.135 -3.021 -0.248 0.10 0.14 0.06 -0.033
C -2.373 -2.691 0.286 -0.01 -0.01 0.01 -0.073
C -3.456 -3.541 0.115 0.02 -0.08 -0.03 -0.074
C -3.298 -4.722 -0.598 0.05 0.09 0.04 -0.063
C -2.066 -5.059 -1.142 0.00 -0.13 -0.07 -0.009
H -0.270 -2.383 -0.116 0.04 -0.01 -0.01 0.092
H -2.494 -1.771 0.845 0.01 0.00 0.01 0.095
H -4.412 -3.281 0.541 -0.01 -0.02 -0.02 0.084
H -4.138 -5.390 -0.731 -0.01 -0.02 -0.01 0.111
H -1.924 -5.974 -1.702 0.02 0.00 0.00 0.121
F -5.892 -1.855 1.281 -0.09 0.09 0.03 0.022
C -7.197 -2.226 1.338 -0.03 -0.01 0.04 -0.285
C -7.994 -2.020 0.232 0.05 0.06 -0.11 -0.019
C -9.325 -2.406 0.298 -0.01 -0.03 0.07 -0.079
C -9.831 -2.980 1.456 -0.02 0.00 -0.01 -0.090
C -9.004 -3.173 2.554 -0.02 0.02 -0.06 -0.078
C -7.670 -2.796 2.500 0.07 -0.03 0.12 -0.017
H -7.578 -1.566 -0.658 0.02 -0.01 0.01 0.118
H -9.967 -2.257 -0.559 -0.01 0.01 -0.02 0.107
H -10.869 -3.277 1.502 -0.01 0.00 0.00 0.104
H -9.397 -3.618 3.458 0.00 -0.02 0.02 0.107
H -7.005 -2.939 3.342 0.01 0.03 -0.02 0.119